This record from OMol25 describes a 10-piece molecular cluster, C37H94ClN6O13 overall in a non-equilibrium geometry. The level of theory is the ωB97M-V functional and the def2-TZVPD basis.

As for the energy relative to the best compared isomer or geometry (same formula, charge and spin): 335.0 kJ/mol. As for the net charge: -1. The HOMO-LUMO gap is 7.953 eV.

Last column: Mulliken charge in e.
CARTESIAN COORDINATES (ANGSTROEM)
Cl (-0.0729, -24.1484, 18.0717)  1.362
O (-0.5519, -24.3864, 19.3963)  -0.620
O (0.9299, -23.1114, 18.1434)  -0.325
O (0.5859, -25.3428, 17.5690)  -0.605
O (-1.1433, -23.8195, 17.2090)  -0.874
C (-1.6443, -18.7367, 19.6000)  -0.848
C (-3.0633, -18.9972, 19.0112)  1.542
C (-2.9200, -19.3008, 17.5206)  -1.720
C (-2.3113, -20.7135, 17.2524)  1.488
C (-3.3207, -21.7129, 17.7828)  -1.236
C (-3.5850, -21.4966, 19.2755)  2.006
N (-3.8249, -20.0856, 19.5933)  0.343
O (-4.2158, -19.8527, 20.9340)  -0.508
C (-4.8734, -22.2876, 19.6201)  -2.051
C (-2.4573, -22.1110, 20.1142)  -1.275
C (-3.8156, -17.6512, 19.1195)  -2.016
H (-1.1834, -17.9624, 18.9867)  0.603
H (-1.0902, -19.6651, 19.4715)  -0.777
H (-1.6111, -18.4273, 20.6428)  0.355
H (-3.8688, -19.3144, 16.9794)  0.542
H (-2.2891, -18.5676, 17.0107)  0.427
H (-1.2853, -20.7487, 17.6172)  -0.198
H (-2.2504, -20.8216, 16.1657)  -0.108
H (-2.8866, -22.7043, 17.6135)  0.150
H (-4.2496, -21.7271, 17.2095)  0.411
H (-4.6311, -23.3457, 19.5064)  0.342
H (-5.1875, -22.1123, 20.6493)  0.453
H (-5.7295, -22.0647, 18.9796)  0.451
H (-1.5694, -21.4864, 20.0728)  -0.183
H (-2.7240, -22.0664, 21.1751)  0.523
H (-2.3314, -23.1532, 19.8321)  0.234
H (-4.6988, -17.6496, 18.4726)  0.411
H (-3.2025, -16.8169, 18.7784)  0.352
H (-4.1357, -17.4314, 20.1389)  0.417
H (-5.1412, -19.6031, 20.8315)  0.365
C (0.1434, -28.6461, 15.0450)  -2.384
C (0.7002, -28.0555, 13.7474)  2.187
C (-0.2434, -28.5237, 12.6390)  -1.422
C (-0.1147, -27.7721, 11.3212)  -0.591
C (-0.2739, -26.2902, 11.5761)  -1.324
C (0.7403, -25.7524, 12.5972)  1.686
N (0.6504, -26.5884, 13.8056)  -0.205
O (1.4783, -26.0826, 14.8293)  0.734
C (2.1241, -25.6332, 11.9551)  -1.624
C (0.3298, -24.3292, 13.0096)  -1.662
C (2.1551, -28.5346, 13.5561)  -1.613
H (0.2900, -29.7064, 15.2699)  0.454
H (-0.9401, -28.5238, 15.1264)  0.438
H (0.5652, -28.1634, 15.9334)  0.366
H (-0.0068, -29.5705, 12.4085)  0.370
H (-1.2773, -28.5620, 12.9824)  0.447
H (-0.8796, -28.2105, 10.6765)  0.416
H (0.8631, -27.9489, 10.8662)  0.313
H (-1.2634, -26.0091, 11.9454)  0.390
H (-0.1385, -25.7696, 10.6220)  0.406
H (2.8368, -25.2335, 12.6794)  0.058
H (2.5618, -26.5989, 11.6886)  0.344
H (2.0841, -25.0133, 11.0609)  0.481
H (0.4799, -23.6426, 12.1699)  0.487
H (-0.7521, -24.2490, 13.1655)  0.424
H (0.8131, -23.9264, 13.8954)  -0.062
H (2.8886, -27.8769, 14.0274)  0.065
H (2.4295, -28.5694, 12.5000)  0.328
H (2.3692, -29.4887, 14.0434)  0.497
H (0.8378, -25.8544, 15.5187)  0.054
C (1.3184, -18.7856, 18.5757)  -0.102
O (1.7690, -20.0497, 18.1030)  0.092
H (1.6022, -18.0165, 17.8508)  0.502
H (0.2268, -18.8736, 18.6831)  -0.588
H (1.6865, -18.6387, 19.5892)  0.387
H (1.3609, -20.2542, 17.2537)  0.007
C (4.2950, -25.9854, 16.6747)  -0.193
O (3.7058, -25.0158, 17.5182)  0.025
H (4.7552, -26.7935, 17.2634)  0.250
H (3.6418, -26.4772, 15.9496)  -0.387
H (5.0732, -25.4807, 16.0943)  0.319
H (2.7951, -25.3176, 17.6687)  -0.092
C (-0.5119, -21.2125, 15.4356)  -0.256
O (0.7878, -20.6863, 15.2299)  -0.502
H (-0.9239, -21.1846, 16.4456)  -0.831
H (-1.2637, -20.7183, 14.8061)  0.571
H (-0.6721, -22.2505, 15.1384)  0.124
H (0.6496, -19.7865, 14.9205)  0.246
C (-1.6247, -31.7041, 20.6181)  -1.518
C (-2.0527, -30.8069, 19.4658)  0.482
C (-1.9470, -29.3502, 19.8044)  -0.664
O (-2.3591, -28.6182, 18.6743)  -0.369
C (-2.2298, -27.2011, 18.8476)  -0.593
N (-1.1967, -31.1348, 18.3108)  -0.687
H (-0.5617, -31.5838, 20.8389)  0.346
H (-1.8081, -32.7577, 20.4026)  0.381
H (-2.2062, -31.5202, 21.5259)  0.371
H (-3.0539, -31.1346, 19.1767)  0.220
H (-0.9723, -29.0894, 20.2379)  0.303
H (-2.6209, -29.1160, 20.6462)  0.376
H (-2.6724, -26.8602, 19.7878)  0.339
H (-2.6899, -26.7400, 17.9806)  0.289
H (-1.1596, -26.9967, 18.9138)  0.212
H (-0.2143, -31.1111, 18.5747)  0.275
H (-1.2756, -30.3741, 17.6394)  0.249
C (4.1693, -21.6275, 24.4102)  -1.647
C (3.7326, -22.0036, 22.9789)  1.127
C (2.5681, -21.2028, 22.4702)  -1.086
O (2.2936, -21.6228, 21.1607)  0.068
C (1.0266, -21.2370, 20.6691)  -0.907
N (4.8935, -21.7886, 22.0590)  -0.472
H (4.6406, -20.6431, 24.4818)  0.372
H (5.0116, -22.2659, 24.6966)  0.418
H (3.3782, -21.7916, 25.1470)  0.404
H (3.5120, -23.0717, 23.0276)  -0.243
H (2.9755, -20.1801, 22.4081)  0.180
H (1.7034, -21.2459, 23.1403)  0.414
H (0.3113, -21.9485, 21.1111)  0.618
H (0.9368, -21.3652, 19.5934)  -0.349
H (0.7337, -20.2589, 21.0663)  0.613
H (5.3187, -20.9281, 22.3961)  0.273
H (5.5099, -22.5501, 22.3023)  0.173
C (3.7457, -22.1561, 13.7399)  -1.113
C (4.1472, -21.9143, 15.2086)  0.373
C (4.2764, -20.3928, 15.4693)  -0.581
O (4.9105, -20.2934, 16.7181)  -0.236
C (5.0838, -18.9667, 17.1070)  -0.694
N (3.1106, -22.4638, 16.0947)  0.573
H (3.7515, -23.2155, 13.4632)  0.109
H (4.3953, -21.7109, 12.9735)  0.494
H (2.7189, -21.8394, 13.5429)  0.151
H (5.0989, -22.4092, 15.4087)  0.434
H (3.2896, -19.9200, 15.5317)  0.059
H (4.8935, -19.9626, 14.6684)  0.489
H (5.5712, -18.7918, 18.0684)  0.268
H (4.0990, -18.5045, 17.2672)  0.125
H (5.6466, -18.3472, 16.3962)  0.343
H (2.2723, -21.9718, 15.7767)  -0.468
H (2.9351, -23.4237, 15.8065)  -0.284
C (6.7123, -26.5288, 20.5428)  -1.755
C (5.7605, -25.4036, 20.1484)  1.286
C (4.3769, -25.7545, 20.7069)  -1.188
O (3.4124, -24.7763, 20.4682)  0.047
C (2.2508, -24.9084, 21.2227)  -0.516
N (6.2564, -24.0735, 20.5481)  -0.555
H (7.7482, -26.2943, 20.2818)  0.400
H (6.4379, -27.5074, 20.1405)  0.422
H (6.7815, -26.6956, 21.6272)  0.389
H (5.6641, -25.4454, 19.0638)  -0.408
H (4.4536, -26.1203, 21.7429)  0.542
H (4.0690, -26.6606, 20.1585)  0.273
H (1.5785, -24.1067, 20.9369)  -0.301
H (2.4168, -24.8484, 22.3117)  0.347
H (1.7445, -25.8776, 21.0861)  0.386
H (6.4532, -24.1476, 21.5483)  0.278
H (7.1987, -24.0457, 20.1569)  0.288